A structure of composition C84H210F4N16O8Rb2S4, computed with the ωB97M-V functional and the def2-TZVPD basis.

Element x y z (Å)
Rb: -0.629 -1.124 4.618
Rb: 4.453 0.008 2.894
N: 3.499 -0.287 6.672
S: 2.001 0.399 6.679
O: 2.115 1.740 7.192
O: 0.855 -0.368 7.143
F: 1.708 0.709 5.084
S: 3.385 -1.710 5.902
O: 4.721 -2.162 5.642
O: 2.588 -1.682 4.671
F: 2.594 -2.603 6.889
N: 1.055 -0.301 2.180
S: 1.103 -1.603 1.393
O: 0.761 -1.484 0.067
O: 0.723 -2.693 2.186
F: 2.681 -1.746 1.349
S: 1.265 1.076 1.539
O: 0.266 1.489 0.625
O: 2.644 1.184 1.219
F: 1.108 2.055 2.799
C: 2.381 -4.671 -1.263
C: 1.555 -5.762 -1.912
N: 0.100 -5.830 -1.466
C: -0.700 -4.648 -1.638
C: -1.035 -4.365 -3.105
C: 0.110 -6.270 -0.100
C: -1.294 -6.635 0.471
H: 3.406 -4.695 -1.716
H: 2.387 -4.811 -0.217
H: 1.948 -3.675 -1.488
H: 1.542 -5.660 -3.003
H: 1.967 -6.773 -1.845
H: -1.731 -4.817 -1.213
H: -0.289 -3.789 -1.122
H: -1.533 -5.229 -3.507
H: -1.666 -3.506 -3.238
H: -0.129 -4.175 -3.766
H: 0.565 -5.503 0.505
H: 0.742 -7.104 -0.035
H: -1.860 -5.722 0.507
H: -1.199 -7.123 1.411
H: -1.872 -7.327 -0.170
C: -2.608 -1.309 -0.215
C: -2.321 -1.432 -1.665
N: -2.599 -0.262 -2.500
C: -2.578 -0.473 -3.936
C: -3.727 -1.314 -4.427
C: -1.801 0.907 -2.172
C: -2.506 2.209 -2.477
H: -3.679 -1.338 0.001
H: -2.245 -0.368 0.287
H: -2.028 -2.052 0.380
H: -1.210 -1.750 -1.737
H: -2.876 -2.331 -2.103
H: -2.577 0.489 -4.422
H: -1.625 -0.935 -4.210
H: -3.572 -1.578 -5.419
H: -3.811 -2.276 -3.904
H: -4.686 -0.827 -4.204
H: -0.826 0.870 -2.616
H: -1.777 0.881 -1.082
H: -2.035 2.995 -1.857
H: -3.492 2.107 -2.214
H: -2.519 2.592 -3.538
C: -4.194 -5.507 -1.905
C: -5.031 -4.639 -0.839
N: -5.832 -5.487 0.068
C: -6.699 -6.399 -0.649
C: -7.487 -5.726 -1.727
C: -4.895 -6.206 1.017
C: -5.528 -6.849 2.208
H: -3.622 -4.784 -2.497
H: -4.889 -6.051 -2.532
H: -3.513 -6.195 -1.510
H: -4.314 -4.027 -0.298
H: -5.710 -3.867 -1.286
H: -6.285 -7.297 -1.053
H: -7.397 -6.803 0.119
H: -6.912 -5.525 -2.599
H: -8.377 -6.330 -2.046
H: -8.059 -4.878 -1.358
H: -4.038 -5.525 1.250
H: -4.346 -7.037 0.553
H: -6.318 -6.287 2.757
H: -4.721 -7.155 2.911
H: -5.954 -7.789 1.941
C: -9.366 -4.495 1.837
C: -9.813 -3.166 1.453
N: -8.757 -2.186 1.743
C: -7.724 -2.274 0.763
C: -6.483 -1.588 1.262
C: -9.337 -0.832 1.756
C: -10.087 -0.464 3.001
H: -8.893 -4.441 2.847
H: -8.672 -4.958 1.138
H: -10.192 -5.242 1.925
H: -10.134 -3.229 0.387
H: -10.648 -2.886 2.057
H: -7.464 -3.324 0.511
H: -8.046 -1.780 -0.207
H: -6.759 -0.567 1.598
H: -6.115 -2.175 2.143
H: -5.748 -1.495 0.443
H: -10.035 -0.770 0.898
H: -8.516 -0.125 1.464
H: -9.453 -0.553 3.852
H: -10.991 -1.052 3.059
H: -10.400 0.563 2.892
C: 10.337 6.317 -2.559
C: 9.645 5.611 -1.425
N: 8.527 4.660 -1.771
C: 7.284 5.354 -2.174
C: 6.678 6.312 -1.082
C: 8.881 3.633 -2.760
C: 8.370 2.297 -2.338
H: 10.608 5.640 -3.385
H: 11.348 6.676 -2.278
H: 9.810 7.179 -2.919
H: 10.383 5.021 -0.888
H: 9.234 6.345 -0.683
H: 7.304 5.867 -3.193
H: 6.576 4.606 -2.419
H: 7.186 6.005 -0.146
H: 7.005 7.333 -1.316
H: 5.589 6.246 -0.921
H: 9.936 3.529 -2.895
H: 8.476 3.874 -3.727
H: 8.791 1.585 -3.062
H: 7.239 2.212 -2.426
H: 8.671 2.077 -1.324
C: -2.863 0.908 2.802
C: -2.571 1.700 4.064
N: -3.082 0.943 5.192
C: -2.725 1.654 6.418
C: -2.996 0.794 7.670
C: -4.537 0.604 5.139
C: -5.427 1.742 4.816
H: -2.599 1.657 2.046
H: -3.941 0.709 2.570
H: -2.281 0.027 2.591
H: -1.462 1.796 4.167
H: -3.077 2.668 3.937
H: -1.622 1.836 6.441
H: -3.214 2.612 6.453
H: -2.296 1.131 8.423
H: -3.986 0.841 8.118
H: -2.729 -0.252 7.450
H: -4.810 0.228 6.131
H: -4.723 -0.176 4.449
H: -6.429 1.422 4.824
H: -5.191 2.023 3.730
H: -5.235 2.661 5.395
C: 1.580 -0.674 -3.763
C: 1.121 -0.294 -5.159
N: 1.779 -1.115 -6.221
C: 1.612 -2.552 -6.126
C: 2.706 -3.359 -6.855
C: 1.343 -0.607 -7.543
C: 2.079 0.663 -8.002
H: 1.350 -1.671 -3.553
H: 1.062 -0.059 -3.069
H: 2.666 -0.640 -3.660
H: 0.034 -0.410 -5.192
H: 1.381 0.744 -5.369
H: 1.690 -2.755 -5.104
H: 0.597 -2.853 -6.484
H: 3.737 -3.002 -6.636
H: 2.631 -4.399 -6.642
H: 2.568 -3.335 -7.976
H: 0.283 -0.308 -7.562
H: 1.548 -1.403 -8.315
H: 3.165 0.446 -8.155
H: 2.096 1.339 -7.175
H: 1.627 1.091 -8.941
C: 6.303 2.854 1.269
C: 7.090 2.566 2.513
N: 6.371 2.134 3.723
C: 7.388 2.118 4.858
C: 7.275 0.791 5.807
C: 5.315 3.115 4.030
C: 4.587 2.862 5.379
H: 6.767 3.650 0.648
H: 5.321 3.259 1.482
H: 5.982 1.957 0.715
H: 7.775 1.783 2.229
H: 7.624 3.511 2.579
H: 8.409 2.097 4.475
H: 7.336 2.931 5.540
H: 7.829 0.856 6.742
H: 6.231 0.567 5.971
H: 7.655 -0.097 5.338
H: 4.592 3.211 3.181
H: 5.726 4.159 3.976
H: 3.775 3.592 5.521
H: 5.165 2.944 6.306
H: 4.132 1.816 5.388
C: 5.075 -0.901 -0.804
C: 5.929 -1.980 0.001
N: 6.503 -1.488 1.227
C: 6.869 -2.587 2.150
C: 7.393 -2.058 3.504
C: 7.600 -0.574 0.946
C: 8.777 -1.015 0.034
H: 5.658 -0.135 -1.252
H: 4.245 -0.522 -0.213
H: 4.702 -1.338 -1.749
H: 5.171 -2.803 0.168
H: 6.705 -2.433 -0.682
H: 5.886 -3.081 2.263
H: 7.458 -3.405 1.732
H: 8.468 -1.938 3.398
H: 6.940 -1.050 3.710
H: 7.289 -2.815 4.302
H: 8.001 -0.175 1.871
H: 7.187 0.282 0.449
H: 9.252 -1.950 0.360
H: 9.633 -0.309 -0.066
H: 8.361 -1.200 -0.983
C: -3.616 -4.825 6.532
C: -2.584 -3.685 6.208
N: -1.595 -3.980 5.176
C: -0.483 -4.776 5.745
C: 0.612 -5.003 4.706
C: -2.225 -4.376 3.896
C: -3.312 -3.427 3.385
H: -4.475 -4.903 5.858
H: -4.070 -4.657 7.513
H: -3.083 -5.774 6.435
H: -3.152 -2.795 6.053
H: -2.078 -3.495 7.109
H: -0.019 -4.092 6.511
H: -0.813 -5.686 6.213
H: 0.363 -5.761 3.956
H: 0.748 -4.089 4.161
H: 1.597 -5.211 5.178
H: -2.664 -5.382 4.003
H: -1.449 -4.447 3.142
H: -3.835 -3.952 2.536
H: -3.096 -2.433 3.009
H: -4.065 -3.258 4.147
C: 6.151 -2.243 -5.119
C: 5.477 -0.927 -5.281
N: 6.296 0.091 -5.896
C: 5.662 1.418 -5.793
C: 6.511 2.599 -6.250
C: 6.936 -0.175 -7.159
C: 6.009 -0.384 -8.356
H: 7.188 -2.065 -4.844
H: 6.103 -2.815 -6.067
H: 5.741 -2.903 -4.348
H: 4.584 -1.204 -5.906
H: 5.125 -0.584 -4.297
H: 4.674 1.463 -6.307
H: 5.459 1.509 -4.728
H: 6.499 2.824 -7.311
H: 6.010 3.418 -5.738
H: 7.494 2.612 -5.819
H: 7.527 -1.077 -6.963
H: 7.539 0.733 -7.374
H: 5.199 0.340 -8.501
H: 5.559 -1.339 -8.299
H: 6.599 -0.407 -9.283
C: 0.170 5.153 -4.303
C: 1.648 5.124 -3.872
N: 1.944 4.328 -2.652
C: 1.990 2.890 -2.732
C: 3.064 2.538 -3.744
C: 1.317 4.964 -1.478
C: 2.058 4.682 -0.240
H: 0.209 5.868 -5.169
H: -0.480 5.610 -3.574
H: -0.116 4.183 -4.744
H: 2.245 4.705 -4.635
H: 2.036 6.110 -3.688
H: 2.201 2.499 -1.751
H: 1.143 2.468 -3.126
H: 3.475 1.554 -3.516
H: 2.741 2.506 -4.790
H: 3.917 3.202 -3.530
H: 0.201 4.720 -1.361
H: 1.320 6.055 -1.732
H: 1.505 5.098 0.624
H: 3.087 5.118 -0.217
H: 2.269 3.658 -0.105
C: -8.664 3.547 1.646
C: -7.540 3.285 0.659
N: -7.685 2.051 -0.197
C: -6.424 1.909 -0.955
C: -5.176 1.687 -0.040
C: -8.841 2.081 -1.090
C: -9.053 3.354 -1.995
H: -8.616 4.528 2.167
H: -8.717 2.733 2.401
H: -9.654 3.496 1.158
H: -7.519 4.218 -0.019
H: -6.612 3.176 1.153
H: -6.533 0.975 -1.535
H: -6.160 2.699 -1.607
H: -4.553 2.525 -0.027
H: -5.502 1.449 0.949
H: -4.623 0.869 -0.431
H: -9.696 1.954 -0.489
H: -8.806 1.200 -1.674
H: -9.125 4.294 -1.480
H: -10.004 3.090 -2.523
H: -8.212 3.411 -2.620
C: -5.259 6.147 1.864
C: -4.399 4.949 1.360
N: -2.961 5.141 1.484
C: -2.477 6.136 0.582
C: -2.781 5.953 -0.901
C: -2.673 5.425 2.892
C: -1.275 4.976 3.315
H: -6.271 5.729 1.909
H: -5.266 7.030 1.205
H: -5.088 6.528 2.820
H: -4.677 4.025 1.944
H: -4.603 4.684 0.308
H: -2.829 7.168 0.778
H: -1.388 6.249 0.784
H: -2.068 6.600 -1.438
H: -2.376 4.993 -1.246
H: -3.801 6.082 -1.291
H: -3.359 4.816 3.435
H: -2.782 6.441 3.162
H: -0.431 5.430 2.807
H: -1.185 3.859 3.066
H: -1.265 5.039 4.399

- HOMO energy (Eh) = -0.2852
- total charge = 0
- maximum force (Eh/bohr) = 0.0804
- lowest unoccupied orbital energy (eV) = 0.2361
- frontier orbital gap (eV) = 8.00
- E_tot (a.u.) = -6844.623914